# C16H23OPt

C16H23OPt as an isolated structure at a distorted geometry (ωB97M-V/def2-TZVPD, the Open Molecules 2025 dataset).

The calculation puts the HOMO energy (spin up / spin down) at -0.3 / -4.1 eV. The value obtained for the HOMO-LUMO gap (spin up / spin down) is 0.106 / 0.210 Ha. The energy relative to the best compared isomer or geometry (same formula, charge and spin) comes out at 50.8 kJ/mol. The calculation puts the max |F| at 0.1645 hartree/bohr. As for the net charge: -1. The calculation puts the calculated total energy at -817.648696 hartree. Its spin multiplicity is 5.

Geometry as XYZ:
```
41
Properties=species:S:1:pos:R:3:forces:R:3
Pt 1.328946 0.521707 1.053571 0.8013 2.5605 -2.8130
C 1.110185 -0.004089 3.042152 -2.6279 -0.0822 0.5765
C -0.078153 0.785802 2.540175 0.4930 -1.9770 1.7750
C -0.943002 -0.171911 1.843886 0.2129 -0.4074 1.3283
H -0.352938 1.747628 2.953213 0.0334 0.0428 -0.4740
C -0.343574 -1.447425 1.901872 -0.3627 -0.5284 0.8808
C 0.915074 -1.366872 2.576171 -1.2376 0.3399 1.3354
H 1.586735 -2.181839 2.862975 -0.3111 0.3072 -0.4587
H 1.808603 0.324568 3.804350 0.0448 0.0050 -0.3543
H -1.972501 0.044922 1.546858 0.6666 -0.0968 -0.2625
H -0.793068 -2.372150 1.531177 0.2892 0.4792 -0.0564
C 2.870679 -0.086591 -0.382699 -0.9468 -1.3282 -0.5569
C 2.863296 -1.273428 0.470535 -0.2491 0.7162 -1.3108
C 1.736793 -2.076986 0.058911 -0.1363 -0.3603 -2.6198
H 3.641317 -1.556982 1.182045 -0.3752 0.2336 -0.2252
C 1.063893 -1.431208 -1.018830 1.1499 -1.2821 1.2061
C 1.692837 -0.147182 -1.250068 1.6137 -1.0556 0.7678
H 1.503538 0.526953 -2.077476 -0.2083 0.0585 0.3760
H 3.674144 0.623008 -0.429871 0.0165 0.2159 -0.0376
H 1.518234 -3.078534 0.442603 -0.0500 0.5518 -0.1411
H 0.264287 -1.879829 -1.615202 0.1770 0.4604 0.4674
O -0.011080 2.906957 -0.319618 5.0727 0.7756 0.4500
C -2.517027 -0.289386 -2.100477 0.7829 2.6248 0.3023
C -2.731966 0.987557 -1.664226 -1.1758 -0.1662 -1.0650
C -2.786362 -1.445333 -1.286126 -0.1624 -1.6722 0.9523
C -1.720520 -0.459089 -3.339931 0.6522 -0.3187 -0.7477
C -1.118446 2.479103 -0.329818 -8.2332 -1.8192 0.7017
H -3.373358 1.119088 -0.760711 0.6728 0.2396 -0.6451
H -2.717294 1.822817 -2.428928 0.2188 -0.9002 1.1839
H -2.040018 3.110909 -0.686004 1.2408 -0.1847 0.0295
H -1.687766 1.693498 0.396557 1.8947 1.3183 -0.8030
H -3.441905 -2.116727 -1.810078 -0.6404 -0.6203 -0.4653
H -3.285187 -1.258221 -0.334575 0.1607 0.3136 0.0508
H -1.905679 -2.074132 -1.101489 0.1698 0.1886 0.2284
H -2.333855 -0.339542 -4.212210 -0.5340 0.0986 -0.7664
H -1.252980 -1.445111 -3.476998 -0.0600 0.0927 0.3457
H -0.927408 0.295101 -3.448619 -0.0950 -0.1357 0.2498
C 2.540316 2.186024 1.397090 1.1118 1.2345 0.5785
H 2.983069 2.620709 0.463839 -0.4890 -0.2094 0.8577
H 3.348289 1.800959 2.063606 -0.3072 0.5548 -0.3485
H 1.883851 2.905253 1.942369 0.7261 -0.2674 -0.4929
```
Positions in Å, forces in eV/Å.

Here are the natural (NBO) charges for atoms 1 to 6, given in e:
1 Pt 1.07
2 C -0.37
3 C -0.38
4 C -0.23
5 H 0.24
6 C -0.34

---

# C16H24AsBBrN4O3SZr

C16H24AsBBrN4O3SZr as an isolated structure at a distorted geometry (ωB97M-V/def2-TZVPD, the Open Molecules 2025 dataset).

The calculation puts the HOMO energy (spin up / spin down) at -5.0 / -8.3 eV. The value obtained for the HOMO-LUMO gap (spin up / spin down) is 0.156 / 0.278 Ha. The energy relative to the best compared isomer or geometry (same formula, charge and spin) comes out at 159.6 kJ/mol. The calculation puts the max |F| at 0.0736 hartree/bohr. The calculation puts the calculated total energy at -6348.740708 hartree. Its spin multiplicity is 2.

Geometry as XYZ:
```
52
Properties=species:S:1:pos:R:3:forces:R:3
Zr 0.501087 -0.206692 0.012106 0.6194 -0.1738 -0.9628
O 0.799687 -0.376292 1.933206 1.1285 -0.7026 2.7415
N 1.933287 -0.823292 2.496906 1.0349 -0.0903 0.7877
C 1.863787 -1.345692 3.746506 -0.2269 0.2114 -0.3618
C 2.986387 -1.773492 4.395406 0.1816 -0.0500 -0.0220
C 4.226587 -1.698292 3.750706 -0.3976 0.3463 -0.6558
C 4.282387 -1.166992 2.473006 0.2599 -0.4326 0.9462
C 3.133987 -0.706892 1.835206 -0.9997 0.3646 -0.4617
S 3.151187 0.004108 0.274406 0.3501 0.0767 0.2518
H 0.871687 -1.387492 4.168706 -0.0383 0.0515 -0.0623
H 2.900287 -2.161092 5.396706 -0.0635 -0.0732 0.0553
H 5.119487 -2.048392 4.240006 0.1429 -0.0282 0.0562
H 5.214387 -1.085192 1.936306 0.0304 0.0188 -0.0290
B 0.827187 0.025808 -4.744794 -0.0313 -0.0179 -0.3890
C 0.798887 -0.091292 -3.226594 0.1789 0.1746 1.4547
N 0.816987 -0.077792 -2.054894 0.2850 0.0503 -2.5637
H -0.192113 0.568408 -5.057194 -0.2689 0.1471 -0.0721
H 1.788287 0.701308 -4.975694 0.2732 0.1900 -0.0853
H 0.917487 -1.066892 -5.215994 0.0284 -0.3230 -0.1014
C 0.682487 4.314308 0.721106 0.0213 -0.7539 0.3658
As 0.792287 2.518808 -0.171194 0.0793 2.6175 -1.3476
C -0.626713 2.842908 -1.499294 -0.0927 -0.0170 0.0034
C 2.316187 2.923408 -1.362894 -0.0019 -0.2326 0.1756
H 0.680887 5.107508 -0.031694 0.0134 -0.3397 -0.0365
H 1.541687 4.443408 1.385006 -0.1258 -0.0304 -0.0992
H -0.233613 4.371608 1.316506 0.1505 -0.0351 -0.1223
H -0.564413 3.850708 -1.920594 0.1477 -0.1302 0.1216
H -1.606413 2.707708 -1.036994 0.1384 -0.0371 0.0076
H -0.516513 2.111708 -2.304094 -0.0709 0.1531 0.1025
H 2.125987 3.799808 -1.986594 -0.1302 -0.0983 0.1377
H 2.462587 2.049808 -2.002094 0.0143 0.1462 -0.0219
H 3.231487 3.082208 -0.790094 -0.1055 -0.0289 0.0448
Br -5.889113 -3.660292 -1.339994 0.0018 0.0919 0.0294
C -5.199113 -2.018492 -0.658194 -0.0030 -0.0693 -0.0449
C -6.086113 -1.009992 -0.297294 -0.1380 -0.1592 -0.0580
C -5.564913 0.177808 0.209806 0.0467 0.0047 -0.0077
C -4.210313 0.355108 0.351806 0.1396 0.0927 0.0249
C -3.316113 -0.665492 -0.039194 0.7845 0.1487 0.0284
C -3.840613 -1.871792 -0.550994 0.0331 -0.1179 -0.0350
C -1.903813 -0.499892 0.041706 -3.7519 -0.4942 0.0445
O -1.078013 -1.431392 -0.350394 0.6360 -1.1478 -0.3626
O -1.325513 0.579308 0.476306 0.4584 1.1463 0.3079
H -7.147113 -1.152692 -0.416394 -0.1106 -0.0007 0.0108
H -6.237013 0.975108 0.486706 -0.1130 0.0777 0.0612
H -3.806113 1.273308 0.751206 -0.0106 0.0867 0.0167
H -3.155613 -2.645892 -0.861394 -0.0739 -0.0908 -0.0281
N 0.862687 -3.068192 0.813506 -0.0716 -0.8136 0.1965
N 1.415487 -2.444092 -0.361394 -0.3678 -0.3496 -0.0957
H 0.898487 -4.089992 0.746906 -0.0086 0.4203 -0.0806
H -0.127013 -2.797992 0.879106 0.4836 -0.1866 -0.2707
H 1.049487 -2.843492 -1.237394 0.1049 0.1701 0.3989
H 2.433487 -2.568692 -0.345494 -0.5648 0.2370 0.0061
```
Positions in Å, forces in eV/Å.

Here are the natural (NBO) charges for atoms 1 to 6, given in e:
1 Zr 1.88
2 O -0.61
3 N 0.00
4 C 0.07
5 C -0.27
6 C -0.13

---

# C16H24Br3Cl2N2O3

C16H24Br3Cl2N2O3 as an isolated structure (ωB97M-V/def2-TZVPD, the Open Molecules 2025 dataset).

The calculation puts the HOMO energy at -12.7 eV. The value obtained for the HOMO-LUMO gap is 0.364 Ha. The calculation puts the max |F| at 0.0089 hartree/bohr. As for the net charge: +1. The calculation puts the calculated total energy at -9601.489058 hartree. Its spin multiplicity is 1.

Geometry as XYZ:
```
50
Properties=species:S:1:pos:R:3:forces:R:3
C -4.771356 -3.114404 -2.434755 0.0375 0.0253 0.0168
C -3.696175 -2.031764 -2.271672 0.0076 0.0176 0.1273
C -2.644081 -2.388410 -1.223008 0.0798 -0.2840 -0.0535
O -2.272182 -1.273141 -0.391975 0.1407 0.2303 0.1112
C -1.255793 -0.507350 -0.879792 -0.2990 -0.0624 -0.0806
C -1.263067 0.808259 -0.147223 -0.0773 0.0507 0.1833
N -0.076964 1.578745 -0.629979 0.0463 -0.1891 -0.2078
C 1.260924 0.910312 -0.319239 -0.1087 -0.0164 0.0287
Cl 2.436393 1.959437 -1.109567 0.0431 0.1353 -0.0600
C 1.494780 0.807564 1.188687 -0.0406 0.0606 -0.0177
C 1.107555 2.002537 2.083157 0.0028 0.0180 -0.0649
C 1.869074 3.293566 1.796811 0.1591 -0.0362 0.1064
O 1.279156 1.593296 3.428395 -0.0244 -0.1116 -0.0504
C 1.153603 -0.515808 -0.984058 -0.0422 0.1255 0.1496
Cl 1.112167 -0.318439 -2.788609 0.0750 0.0668 -0.2051
C 2.308217 -1.426067 -0.628249 0.2412 -0.3875 0.0106
C 2.115493 -2.800622 -0.541967 0.0094 0.1659 -0.0263
C 3.219442 -3.591632 -0.265902 0.1857 -0.0724 0.0360
C 4.462011 -3.000742 -0.086224 -0.3495 0.2720 -0.0893
C 4.536958 -1.616164 -0.191823 0.0834 -0.1415 0.0250
N 3.486972 -0.844772 -0.456477 0.0121 0.0321 0.0027
O -0.010069 -1.142604 -0.574676 0.0672 -0.1726 0.1046
H -5.654211 -2.878712 -1.842896 0.0129 -0.0770 0.0680
H -4.404846 -4.090518 -2.116357 0.0138 -0.0394 -0.0330
H -5.085414 -3.211229 -3.471004 -0.0405 0.0365 -0.0294
H -3.215361 -1.856625 -3.233382 0.0457 0.1489 -0.0127
H -4.155744 -1.098017 -1.943118 -0.0509 0.0434 -0.1466
H -3.013985 -3.143101 -0.531759 -0.0679 0.0749 0.0464
H -1.737786 -2.786164 -1.684449 0.0033 -0.1011 -0.0008
H -1.322078 -0.370453 -1.966522 0.0161 -0.0284 -0.0220
H -2.167643 1.386371 -0.305202 -0.0183 0.0942 -0.1332
H -1.147948 0.600823 0.909991 -0.0030 0.1322 0.1753
H -0.074348 2.550878 -0.306015 0.0001 -0.0402 0.2597
H -0.112409 1.619220 -1.656304 0.0041 0.1227 -0.0268
H 0.985983 -0.086530 1.553401 -0.0833 0.0372 0.0554
H 2.561522 0.630348 1.320986 0.0285 -0.0570 -0.1100
H 0.033287 2.198273 2.021079 -0.0400 0.0090 -0.0491
H 1.895860 3.872517 2.718570 -0.0970 0.0783 -0.0261
H 1.405551 3.919499 1.033095 -0.0320 -0.0608 -0.0613
H 2.896033 3.097565 1.486971 0.0239 -0.0172 0.0433
H 2.219424 1.481216 3.610268 0.0246 0.0331 0.0263
H 1.140414 -3.239765 -0.687604 -0.0178 0.0281 0.0037
H 3.113573 -4.665419 -0.194600 -0.0363 -0.0179 0.0035
H 5.343797 -3.584761 0.128634 0.0276 -0.0227 0.0028
H 5.482181 -1.104241 -0.059448 0.0093 0.0198 0.0048
C -2.275446 4.545203 2.557002 0.0809 -0.0779 0.0146
Br -1.700423 4.791190 0.721145 0.0120 -0.0406 -0.0822
Br -2.704855 2.704213 2.906250 -0.0661 -0.0230 0.0054
Br -0.975762 5.215692 3.786227 0.0209 0.0062 0.0085
H -3.182427 5.120731 2.673185 -0.0198 0.0122 -0.0310
```
Positions in Å, forces in eV/Å.

Here are the natural (NBO) charges for atoms 1 to 6, given in e:
1 C -0.61
2 C -0.44
3 C -0.07
4 O -0.51
5 C 0.36
6 C -0.26